Entry from the OMol25 dataset: an isolated ion of composition C4FO3 and charge -1 (the ωB97M-V functional and the def2-TZVPD basis).

Last column: Löwdin charge in e.
Geometry (Å):
C -0.9846 -0.6853 0.0010  -0.25
C 0.7528 -0.7669 0.1547  -0.02
C -0.7245 0.7547 -0.0725  -0.32
C 0.7765 0.6235 0.2107  -0.45
O -1.8088 -1.5180 0.2814  0.03
O -1.2755 1.7330 -0.5801  0.04
O 1.5870 1.5271 0.3776  -0.01
F 1.6770 -1.6681 -0.3727  -0.02

Calculated values
HOMO energy (spin up / spin down): -4.1147 / -4.1138 eV
DFT total energy: -477.99571 hartree
HOMO-LUMO gap (spin up / spin down): 8.09 / 8.09 eV
E_LUMO (spin up / spin down): 3.97 / 3.97 eV
SMILES string: O=c1c([O-])c(F)c1=O
2S+1: 1
ΔE to the lowest compared entry with this formula, charge and spin: 0.0 kJ/mol
Net charge: -1